Formula: C2H6N4O2
Source: OMol25
Level of theory: ωB97M-V with the def2-TZVPD basis set

Results
HOMO-LUMO gap: 9.70 eV
Electronic energy: -449.07355 a.u.
HOMO: -0.35011 Eh
Relative energy (zero: lowest compared OMol25 entry of this formula, charge and spin): 155.4 kcal/mol

Geometry as XYZ:
```
14
Properties=species:S:1:pos:R:3:forces:R:3
C 0.54454 -0.52994 -0.27420 -3.34 -2.25 -2.03
C -0.51814 0.59664 -0.37575 2.37 2.42 2.51
H 2.50136 0.92728 0.97388 0.83 -1.61 -3.93
H 2.06283 -1.47384 0.50917 0.81 -2.50 -0.46
H -0.55746 -1.54212 -1.63225 0.85 0.46 1.61
H 0.69686 1.99156 -0.31861 -2.09 0.45 -0.05
H -2.59298 0.75316 -0.60667 3.16 -2.76 1.16
H -2.35549 0.00739 1.75932 1.88 -2.78 -4.22
N 1.59365 -0.63993 0.62160 -0.79 3.16 -0.10
N 0.22456 -1.58183 -0.92770 0.84 -0.22 -0.98
N -0.38336 1.89811 -0.27897 2.39 -2.76 -0.82
N -1.73176 -0.01911 -0.34891 -5.44 2.79 -1.04
O 2.51009 0.33841 0.05374 0.08 2.78 5.03
O -1.99471 -0.72577 0.84535 -1.56 2.82 3.32
```
Positions in Å, forces in eV/Å.

Formula: C5H10O2
Source: OMol25
Level of theory: ωB97M-V with the def2-TZVPD basis set

Results
HOMO-LUMO gap: 9.66 eV
Electronic energy: -346.87918 a.u.
HOMO: -0.31992 Eh
Relative energy (zero: lowest compared OMol25 entry of this formula, charge and spin): 91.8 kcal/mol

Geometry as XYZ:
```
17
Properties=species:S:1:pos:R:3:forces:R:3
C 1.38183 1.99555 0.27538 0.28 0.18 0.11
O 0.39018 1.17527 -0.27649 -0.03 -0.02 -0.03
C -0.19560 -1.61330 -1.02777 -0.10 -0.08 -0.05
C 0.29290 -1.84108 0.37449 0.33 0.21 0.25
O -0.63509 -2.97064 0.47011 -0.09 -0.08 0.05
C -1.01063 -2.64829 -0.81959 -0.13 -0.02 -0.25
C -0.91020 1.58379 0.06833 -0.25 0.04 0.04
H 1.37255 1.94036 1.37587 0.02 0.03 -0.15
H 2.33895 1.62334 -0.09544 -0.05 0.12 0.09
H 1.26453 3.05056 -0.01769 0.00 -0.16 -0.01
H 0.02631 -0.90252 -1.80607 -0.08 -0.12 0.10
H 0.04242 -1.08045 1.11728 -0.01 -0.09 -0.12
H 1.32557 -2.17447 0.50736 -0.12 -0.01 -0.05
H -1.79038 -3.20693 -1.32592 0.14 0.06 0.05
H -1.25213 2.41319 -0.56999 0.06 -0.11 0.12
H -1.56535 0.72010 -0.07457 0.01 0.17 -0.01
H -0.96591 1.90887 1.11905 0.01 -0.10 -0.14
```
Positions in Å, forces in eV/Å.

Formula: C5H14N2
Source: OMol25
Level of theory: ωB97M-V with the def2-TZVPD basis set

Results
HOMO-LUMO gap: 8.49 eV
Electronic energy: -308.25768 a.u.
HOMO: -0.29072 Eh
Relative energy (zero: lowest compared OMol25 entry of this formula, charge and spin): 103.8 kcal/mol

Geometry as XYZ:
```
21
Properties=species:S:1:pos:R:3:forces:R:3
C -0.01735 -2.91065 -2.41487 0.59 -0.26 0.90
N 1.18570 -0.50282 -0.81234 -0.84 0.69 1.64
C -0.38218 0.36475 2.49491 -0.18 -0.38 -0.68
C -0.14051 -0.57770 1.28305 0.15 0.36 1.77
C 0.26777 0.07690 -0.01218 -0.60 -0.60 -2.86
C -0.39715 1.34419 -0.66266 -0.02 -0.44 1.41
N -0.30514 2.54793 0.14148 -0.36 0.15 -0.83
H 0.83929 -3.53101 -2.13729 -0.16 -0.29 -0.30
H 0.35435 -1.92125 -2.16734 -0.33 0.26 -0.54
H -0.30567 -3.06814 -3.44829 -0.01 0.16 0.00
H -0.81475 -3.15886 -1.71429 -0.17 -0.01 -0.21
H -0.86254 -0.14006 3.33331 0.10 -0.25 -0.11
H -1.06747 1.14210 2.17040 0.24 0.34 0.38
H 0.58494 0.72960 2.84269 -0.24 0.47 -0.01
H 0.67276 -1.24450 1.58388 -0.17 -0.21 -0.42
H -1.03770 -1.18709 1.16585 0.02 0.02 -0.55
H 1.53112 0.16641 0.06228 1.79 -0.16 0.11
H 0.12342 1.41690 -1.61135 -0.05 0.24 -0.07
H -1.46160 1.16063 -0.84695 0.11 -0.12 -0.03
H 0.60026 2.84750 0.46979 -0.24 -0.21 0.12
H -1.08009 2.66064 0.76825 0.36 0.24 0.28
```
Positions in Å, forces in eV/Å.

Formula: C4H5NO
Source: OMol25
Level of theory: ωB97M-V with the def2-TZVPD basis set

Results
HOMO-LUMO gap: 10.17 eV
Electronic energy: -285.25442 a.u.
HOMO: -0.35064 Eh
SMILES: N#C/C=C1\CO1.[H][H]
Relative energy (zero: lowest compared OMol25 entry of this formula, charge and spin): 100.5 kcal/mol

Geometry as XYZ:
```
11
Properties=species:S:1:pos:R:3:forces:R:3
N -2.25253 1.70864 0.97391 0.98 -0.11 -0.13
C -1.16602 1.51647 0.61768 -0.98 0.25 0.41
C 0.10783 1.22694 0.05839 -0.27 0.08 -0.72
C 0.25456 -0.01733 -0.39730 -1.00 0.65 -0.84
C -0.29417 -1.31048 -0.64428 -0.40 -0.04 -0.02
O 0.91071 -0.74527 -1.29063 0.22 0.25 0.06
H 0.85109 1.99671 -0.10341 -0.16 -0.01 -0.05
H -0.08104 -2.21683 -0.07902 -0.07 0.48 0.22
H -1.21469 -1.27132 -1.21086 0.11 -0.42 -0.43
H 1.28282 -0.11672 1.13401 0.94 -0.99 0.66
H 1.60144 -0.77081 0.94151 0.64 -0.13 0.85
```
Positions in Å, forces in eV/Å.

Formula: C4H6NO
Source: OMol25
Level of theory: ωB97M-V with the def2-TZVPD basis set

Results
Charge: +1
HOMO-LUMO gap (alpha / beta): 7.47 / 7.48 eV
Electronic energy: -285.54636 a.u.
HOMO (alpha / beta): -0.57296 / -0.57306 Eh
Relative energy (zero: lowest compared OMol25 entry of this formula, charge and spin): 110.3 kcal/mol

Geometry as XYZ:
```
12
Properties=species:S:1:pos:R:3:forces:R:3
C -0.68476 0.47067 0.85472 1.60 0.14 1.77
C 0.15322 0.47600 2.08977 -0.71 2.46 -2.02
C 0.44771 -0.19810 0.25254 -2.93 1.13 -1.52
C 0.06958 -0.62628 -2.12825 2.77 3.35 -0.94
N 0.75099 -0.53285 -0.89485 1.60 -1.12 -1.60
O 1.22002 -0.08361 1.30209 2.39 -0.25 3.09
H -1.62107 0.91895 0.74205 -1.53 0.28 -0.82
H 0.23470 1.43018 2.71052 0.53 -1.34 -0.87
H -0.43660 -0.23767 2.59793 -0.45 -1.61 1.57
H -0.93855 -0.52926 -2.07876 -3.25 0.02 0.30
H 0.38561 -1.47010 -2.69757 0.46 -0.54 -0.32
H 0.41914 0.38207 -2.75020 -0.48 -2.51 1.37
```
Positions in Å, forces in eV/Å.

Formula: C3H5AgMgO3
Source: OMol25
Level of theory: ωB97M-V with the def2-TZVPD basis set

Results
HOMO-LUMO gap (alpha / beta): 4.53 / 4.54 eV
Electronic energy: -690.00292 a.u.
HOMO (alpha / beta): -0.20893 / -0.20899 Eh

Geometry as XYZ:
```
13
Properties=species:S:1:pos:R:3:forces:R:3
O -1.57162 -0.21701 -0.00274 -0.88 -0.77 1.09
C -1.64662 0.49382 1.13862 0.02 2.16 -0.74
C -1.31806 -1.63223 0.12273 0.11 -0.39 0.39
O -1.86933 1.68615 1.05318 0.28 -1.41 0.41
O 0.82048 -0.80938 -0.36473 0.88 -0.84 -0.42
C -0.01075 -1.91803 -0.59395 -0.18 -0.59 0.09
H -2.18834 -2.17803 -0.25890 0.20 0.17 -0.03
H -1.14860 -1.93317 1.16645 -0.38 0.51 -0.03
H -0.22395 -2.21624 -1.63498 0.36 0.67 -0.10
H 0.41708 -2.83780 -0.15364 -0.11 0.25 -0.02
H -1.41442 0.00068 2.10148 -0.23 -0.26 -0.49
Ag 0.24480 1.04926 -1.32743 0.28 0.14 0.02
Mg 2.84176 -0.94328 -0.10353 -0.35 0.37 -0.16
```
Positions in Å, forces in eV/Å.